The following is a DFT calculation (wB97M-V/def2-TZVPD) of a molecular structure, C3H5O3Sm at a distorted geometry.

XYZ file:
```
12
Properties=species:S:1:pos:R:3:forces:R:3:lowdin_spin:R:1
H -0.645 1.194 1.381 -0.2 -0.3 0.0 0.000
C -1.036 0.236 0.986 0.3 -0.2 -0.4 -0.002
C 0.133 -0.611 0.538 0.7 -0.2 0.9 -0.001
O 0.974 0.155 -0.347 -0.6 0.5 0.3 0.000
C 1.880 -0.495 -1.019 0.1 -0.8 -0.2 0.000
O 2.514 0.409 -1.739 -0.1 0.4 -0.2 0.000
H -1.544 -0.325 1.793 0.2 0.2 -0.1 0.000
H -0.200 -1.538 0.056 0.2 0.3 0.1 0.000
H 3.145 -0.041 -2.314 0.0 -0.1 0.2 0.000
H 0.720 -0.833 1.450 -0.1 -0.2 -0.5 0.000
Sm -4.049 1.421 -0.687 3.2 -1.4 0.7 6.043
O -1.892 0.428 -0.098 -3.7 1.8 -0.9 -0.039
```
Positions in Å, forces in eV/Å.

HOMO-LUMO gap (spin up / spin down): 0.1761 / 0.1809 Ha
strongest force on any atom: 0.0817 Eh/bohr
multiplicity: 7
E: -27228.4709 eV
charge: +1
energy above the lowest of the compared OMol25 structures with the same formula, charge and spin: 323.7 kJ/mol